Record 1
12
Properties=species:S:1:pos:R:3 method="wB97M-V/def2-TZVPD" homo_energy_ev=-8.8 max_force_ev_per_a=0.4 smiles=Nc1cncnc1 e_tot_ha=-319.6917 orbital_gap_ev=9.686
C 0.05 -0.08 0.63
C 0.92 0.72 -0.13
H 0.74 0.52 2.44
H -0.22 0.20 -3.13
C -0.14 0.13 -2.05
N 0.83 0.83 -1.45
C -0.94 -0.74 -0.11
H 1.73 1.26 0.35
N 0.26 -0.25 1.99
N -1.03 -0.64 -1.43
H -0.54 -0.56 2.51
H -1.66 -1.39 0.39

Record 2
101
Properties=species:S:1:pos:R:3 method="wB97M-V/def2-TZVPD" charge=+3 homo_energy_ev=-12.8 max_force_ev_per_a=3.1 e_tot_ha=-2443.5545 orbital_gap_ev=2.731
C 3.21 2.09 -2.50
C -0.23 2.45 1.95
H -3.72 0.68 0.94
C -2.10 2.95 3.46
C 4.80 5.61 -1.63
C -1.68 2.71 -4.71
H -1.93 4.53 -2.74
H -3.96 -2.75 -1.42
H 0.85 -1.50 3.54
H -1.29 1.80 -5.22
H -1.09 1.11 3.45
C -1.39 4.64 1.92
C 2.59 4.24 -0.45
C -3.60 -0.04 0.13
H 6.35 0.09 0.02
H -2.46 3.27 -5.27
C 3.84 -1.11 0.85
N 3.21 1.03 -0.29
C 2.41 5.45 -1.16
N -0.59 1.33 -1.58
H -3.71 1.23 -2.36
C 3.49 6.04 -1.78
H -3.59 4.11 -3.06
C -2.64 3.71 -2.68
C -2.50 -6.51 -1.54
H -1.42 5.65 1.41
C -4.73 -5.65 -0.24
C -4.16 -3.28 -0.47
Sb -0.04 -3.77 -0.45
C -1.12 2.05 2.98
N 1.73 -2.53 5.92
H 1.58 1.18 3.72
H 2.63 -4.71 -0.54
H -5.64 -5.23 0.22
H 3.25 1.07 -2.82
C -3.47 1.46 -3.41
H 3.23 -1.72 4.63
Sb -2.96 -2.01 0.82
C 4.11 0.15 0.06
H -2.00 -3.34 -2.39
H 2.79 -1.50 0.63
H -3.29 0.49 -3.98
H -0.81 3.39 -4.65
H 3.68 2.60 -3.27
C 4.99 4.38 -1.03
C 0.82 -2.15 -1.73
H 4.55 -1.89 0.58
C -4.15 -2.57 2.60
H 3.84 -0.91 1.91
H 1.38 5.84 -1.17
H -3.06 4.83 3.31
H 0.50 -0.27 4.84
H -4.31 1.96 -3.94
H 0.14 -1.28 -1.67
C -3.78 -4.71 -0.67
C 5.44 0.57 -0.37
C -2.25 4.22 2.91
C -1.18 1.75 -2.48
C 1.30 -0.75 4.22
N 1.76 0.26 3.25
H -2.84 3.55 -1.60
H -1.12 -4.85 -2.72
C 5.27 1.58 -1.23
H 0.89 -2.63 -2.71
H -3.21 -8.51 -1.22
H -5.33 -7.63 0.07
N 0.68 4.44 0.77
H 1.52 -3.29 5.24
H 1.59 -5.54 -1.86
C 3.86 2.10 -1.17
C -2.20 2.39 -3.32
C 3.92 3.52 -0.45
H -5.21 -3.20 -0.18
H -1.57 -6.88 -2.07
H -2.56 2.58 4.39
H 6.01 3.95 -0.96
H 1.47 -5.98 -0.14
H 5.99 1.95 -1.98
H 3.41 6.92 -2.45
H 2.63 -0.59 5.89
H -4.56 -0.14 -0.32
C -3.40 -7.45 -0.99
Pb 1.06 1.20 0.57
C 1.66 -5.13 -0.81
C -0.29 3.79 1.53
H 4.17 3.29 0.66
N 1.68 3.66 0.41
H 2.30 -2.93 6.66
H 1.73 -1.79 -1.39
H -4.26 -3.65 2.76
C 2.33 -1.36 5.14
H -2.91 0.23 -0.65
C -2.65 -5.15 -1.36
H 0.83 -2.19 6.35
H -5.17 -2.27 2.46
H -3.76 -2.18 3.55
H 2.76 0.12 3.22
H 2.16 2.46 -2.50
C -4.55 -7.03 -0.37
H 5.67 6.18 -1.93
C -1.61 -4.27 -1.89

Record 3
80
Properties=species:S:1:pos:R:3 method="wB97M-V/def2-TZVPD" charge=-1 homo_energy_ev=-5.4 max_force_ev_per_a=4.0 e_tot_ha=-2639.4928 orbital_gap_ev=6.822
H -2.07 0.19 -2.10
O 2.04 -6.58 5.07
C -2.83 3.55 3.30
H -2.32 1.62 -1.11
H 4.93 -6.32 4.69
C -1.28 -3.74 1.70
O 0.49 6.24 -5.45
H -1.93 -6.66 0.32
Si -0.70 1.47 -4.00
H -3.17 1.31 -3.94
H -2.97 -5.23 0.39
O -3.29 -0.86 0.86
H 2.43 7.03 -3.06
H 0.88 2.55 -0.87
H 2.94 6.53 -4.71
C -1.56 0.96 -1.52
N 6.34 -7.82 4.24
H -2.51 -6.10 1.88
C 0.42 0.02 -4.42
H 1.01 3.24 -4.46
O 2.08 5.48 -0.47
H -0.05 4.07 -0.84
H -2.50 0.14 -5.02
H -3.08 -0.30 1.61
H -2.07 -2.24 -1.18
O 6.58 -9.01 4.25
H 2.11 5.37 -3.66
Al -1.75 -1.36 0.15
C -2.42 1.17 -4.70
N 0.89 6.85 -4.49
O 2.85 3.81 -1.57
N -1.08 5.38 0.79
H -1.17 -4.62 -1.08
O -0.77 4.22 0.96
C -0.79 0.34 -0.37
N 2.01 4.33 -0.86
H -0.52 6.69 -0.73
H 0.22 -5.04 3.21
H -3.81 3.70 3.76
H 0.12 7.09 0.88
C -0.01 3.03 -4.78
H 0.24 0.17 -0.68
O -2.13 -3.81 2.58
H 0.80 3.53 0.63
O -3.17 1.29 3.00
H 0.12 -5.71 -0.60
N -0.97 -4.95 1.01
H 0.40 -2.66 0.94
O -0.72 1.77 -2.38
C 5.01 -7.40 4.75
H 1.10 0.29 -5.22
C -0.40 -4.79 -0.33
H 0.32 -3.99 -0.36
H -2.62 1.81 -5.55
O -1.41 1.90 4.09
H -0.62 -5.20 4.76
N -2.44 2.13 3.50
H -0.15 -0.84 -4.75
H 0.82 5.71 -0.04
O -2.15 5.87 1.10
O 1.83 -4.45 5.19
C -0.57 -2.51 1.39
H 4.25 -7.89 4.15
H -0.05 -6.66 3.90
C 0.82 3.55 -0.46
O 7.10 -6.97 3.84
H -0.81 1.03 0.47
H 1.00 -0.29 -3.56
H -0.07 3.00 -5.86
C -0.07 6.29 0.17
H -2.88 3.72 2.23
H -2.08 4.17 3.77
N 1.44 -5.54 4.85
H -0.43 -1.97 2.32
H 4.94 -7.74 5.78
C 0.14 -5.62 4.12
C -2.18 -5.77 0.91
C 2.20 6.42 -3.93
O 0.31 7.77 -3.95
H -0.64 3.85 -4.45

Record 4
13
Properties=species:S:1:pos:R:3 method="wB97M-V/def2-TZVPD" homo_energy_ev=-8.5 max_force_ev_per_a=2.7 e_tot_ha=-323.6415 orbital_gap_ev=9.351
N -1.35 -0.64 0.82
H 0.82 -0.64 1.44
H -0.03 1.15 0.73
O 1.83 1.22 -0.75
H -1.95 -1.14 -1.15
H 2.53 1.40 -0.11
O 1.48 -0.43 0.75
H -2.30 -0.80 1.12
C 0.91 0.40 -0.18
H -0.85 0.49 1.07
C -0.05 -0.18 -1.08
C -1.16 -0.75 -0.52
H 0.11 -0.08 -2.14

Record 5
68
Properties=species:S:1:pos:R:3 method="wB97M-V/def2-TZVPD" charge=-2 homo_energy_ev=-3.2 max_force_ev_per_a=8.1 e_tot_ha=-6869.6314 orbital_gap_ev=4.468
O 0.35 -0.85 1.57
H -1.14 0.77 4.12
H 0.06 3.02 -0.64
H -0.49 0.58 -3.68
H -0.74 -0.68 3.95
H 1.16 2.17 2.08
H 1.56 2.83 3.39
O -2.64 0.09 -2.66
O 0.38 -3.61 -1.55
O -0.93 4.07 1.70
H 2.14 -1.35 -3.52
Mg -3.21 -2.23 3.22
O 0.16 3.84 -1.12
H 2.25 1.56 -0.58
O -0.44 1.89 1.03
O -1.35 -1.83 2.82
O 2.67 -0.06 3.00
H 2.16 -1.95 -0.13
Zn -0.39 0.20 0.06
H 2.51 0.86 2.78
Mg -4.21 2.35 -0.06
O 1.92 2.42 2.60
S -1.45 2.72 1.73
O 1.50 5.32 1.29
H 0.38 -0.61 -4.06
H 3.08 2.39 -2.57
O -2.21 -0.20 0.54
O -0.07 0.15 -4.43
S -3.58 -0.63 0.49
H 2.31 0.06 -0.41
O -1.96 2.31 -3.41
H 1.86 -0.51 2.76
O 5.16 0.36 -0.67
O 3.07 -1.74 -0.33
O -0.92 1.17 -1.53
O -1.58 -2.43 -2.17
O -1.71 2.26 3.09
O -4.50 0.51 0.28
O 1.71 0.80 -0.34
H -2.05 -4.10 1.83
O -0.71 0.05 4.58
H 3.58 -2.36 0.19
O 0.89 -2.41 3.27
O -2.70 2.67 0.98
O -3.74 -1.48 -0.71
O 0.53 -2.12 -3.28
H 4.33 -0.08 -0.49
O 3.04 -1.37 -3.20
Mg -3.21 -1.69 -2.48
H -2.04 -4.27 -0.86
O 0.08 -1.25 -1.04
O 3.75 1.71 -2.62
H 4.96 0.99 -1.36
H -3.36 -3.84 1.12
S -0.06 -2.04 2.23
H -0.29 3.69 -1.95
O -3.13 2.00 -1.49
O -1.74 -4.90 -0.20
O -2.97 -3.86 1.99
H 2.37 5.60 1.58
H -2.05 -5.75 -0.53
O -0.14 -3.12 1.24
S -0.13 -2.33 -2.03
S -2.12 1.39 -2.30
H 3.38 1.06 -3.22
H 1.68 4.60 0.68
O -3.92 -1.40 1.67
H 2.95 -1.41 -2.25

Record 6
20
Properties=species:S:1:pos:R:3 method="wB97M-V/def2-TZVPD" homo_energy_ev=-10.5 max_force_ev_per_a=12.7 smiles="CC(C)=N[C@H](C#N)[C@](O)(Br)C#N" e_tot_ha=-3084.7961 orbital_gap_ev=10.223
H -0.36 2.28 2.37
C -0.74 0.69 0.78
C 0.08 -2.83 -0.07
Br 2.04 -2.34 -2.49
N 0.09 -4.09 0.26
C 0.00 -1.21 -0.50
H -2.18 1.76 2.35
C 1.42 -0.90 -1.25
C -1.29 1.55 -0.50
C 2.57 -0.80 -0.04
H -0.95 -1.12 -1.16
C -1.09 1.34 2.28
N -0.01 -0.45 0.79
H -0.47 1.93 -1.24
H -2.15 0.92 -1.01
O 1.49 0.38 -1.97
H 0.79 0.47 -2.67
N 3.38 -0.74 1.00
H -1.84 2.53 -0.09
H -0.78 0.63 3.17

Record 7
25
Properties=species:S:1:pos:R:3 method="wB97M-V/def2-TZVPD" charge=+3 homo_energy_ev=-19.0 max_force_ev_per_a=1.4 e_tot_ha=-668.2232 orbital_gap_ev=1.779
H 13.42 3.81 15.32
H 17.33 8.94 25.59
H 11.56 5.19 15.98
H 17.55 4.71 25.02
O 13.26 6.56 18.27
N 17.93 6.62 24.35
H 15.19 4.00 15.47
H 14.22 5.35 14.81
H 16.79 9.77 24.12
H 14.91 5.01 17.45
C 17.70 5.25 24.08
C 11.94 6.16 16.32
Tl 14.50 8.33 20.55
C 13.11 5.95 17.21
H 12.25 6.73 15.44
C 14.24 4.52 15.55
C 17.21 7.70 23.84
H 18.52 9.31 24.32
C 17.47 9.03 24.51
O 16.43 7.53 22.91
H 11.17 6.70 16.86
H 18.62 4.88 23.58
H 16.84 5.14 23.43
N 14.10 5.04 16.84
H 18.54 6.84 25.14

Record 8
45
Properties=species:S:1:pos:R:3 method="wB97M-V/def2-TZVPD" homo_energy_ev=-8.4 max_force_ev_per_a=3.1 e_tot_ha=-1437.0301 orbital_gap_ev=6.556
O 2.91 -0.40 1.11
H -2.53 0.79 2.31
C -2.03 -0.17 2.46
C 0.62 -4.29 -2.87
H -2.09 3.02 -2.24
C 0.96 2.04 1.14
N -1.20 1.14 -2.05
C -0.51 0.43 -1.13
H -2.14 -1.88 -2.78
C -0.04 -3.91 1.38
H -1.24 -0.03 3.21
N -0.92 -0.86 -1.33
C -1.10 2.57 -2.09
H 0.30 1.17 1.08
H 1.09 5.48 1.29
H -0.58 -2.48 2.93
C 3.23 3.05 1.03
H 0.47 -5.13 -0.38
N -0.80 3.69 1.82
H -2.73 -0.96 2.78
H -2.57 0.67 -3.71
C 2.33 1.92 1.00
H -0.67 2.86 -1.11
C -0.47 -2.67 1.86
C -0.80 -1.65 0.95
H 0.22 -4.71 2.09
N 4.55 2.67 1.04
O 4.50 1.26 1.11
O -1.41 -0.47 1.19
C -0.60 -1.90 -0.41
H 0.66 -4.01 -3.92
N 3.15 0.80 1.06
N 2.76 4.29 1.12
C -0.21 -3.14 -0.90
C 1.45 4.45 1.24
O -1.61 2.79 2.16
C 0.52 3.36 1.36
H -0.41 2.92 -2.89
O -0.10 -3.21 -2.26
C 0.10 -4.17 0.01
H 1.63 -4.36 -2.45
O -1.09 4.91 1.87
H 0.10 -5.24 -2.75
C -1.96 0.31 -2.90
C -1.75 -0.94 -2.45

Record 9
88
Properties=species:S:1:pos:R:3 method="wB97M-V/def2-TZVPD" charge=-1 homo_energy_ev=-4.3 max_force_ev_per_a=2.0 e_tot_ha=-2376.9647 orbital_gap_ev=5.389
N 6.72 -1.39 -1.20
C 3.13 1.18 0.19
H -0.56 -2.40 -4.03
C 7.45 -5.38 -2.33
N -2.67 -0.85 3.33
H 4.43 -1.54 2.93
O -1.18 -4.14 -0.19
H 7.75 -2.22 -3.52
H 0.41 -4.12 -1.41
H -7.90 0.82 1.94
H -3.05 -3.28 -0.44
H -6.09 1.16 2.87
H -0.79 1.52 -1.26
C -0.97 -2.73 -2.17
H 4.36 0.94 1.90
C 6.92 -5.10 -1.08
H 0.59 1.05 1.37
C -6.63 -0.83 1.46
H 4.37 -1.44 1.17
C 6.99 -2.78 -1.59
H -1.36 4.76 -4.40
C -2.27 5.88 -0.82
H -3.73 4.95 -3.73
H 0.28 -2.69 -0.40
H 2.87 1.77 2.25
H 7.63 -6.41 -2.63
H 3.24 -2.49 2.04
H -4.31 5.65 -1.43
H -4.91 0.42 3.91
O 6.28 -1.20 -0.09
C 2.75 -0.40 2.21
H -1.73 2.46 0.96
H -0.73 -0.03 -0.47
H -4.58 1.01 0.93
O -6.35 -1.35 0.38
C -0.30 -3.40 -1.00
H -3.81 -1.62 0.99
H -2.78 1.64 -0.17
C -1.95 1.48 0.54
H -1.31 -1.72 -1.94
H 2.51 -0.29 3.26
O -0.21 6.46 0.84
C 6.69 -3.79 -0.70
C 3.77 -1.54 2.06
N 0.12 6.12 -0.27
H 6.27 -3.57 0.27
C -1.62 5.08 -3.40
C 7.53 -3.03 -2.84
C -2.95 5.18 -3.02
H 3.31 2.24 0.01
H -1.85 -3.32 -2.44
O 6.96 -0.52 -2.01
H -3.30 -1.62 3.16
O -0.06 -2.69 -3.27
H -2.91 -0.77 -0.31
P -2.39 0.25 1.96
C 0.60 1.45 0.36
H -4.05 2.05 2.22
O -1.83 -2.16 0.76
C -5.24 0.47 2.88
F -1.93 1.45 3.13
O 1.26 6.06 -0.67
H -2.83 -0.40 4.22
H 6.68 -5.91 -0.40
C -2.26 -3.40 0.32
C 7.76 -4.35 -3.21
C 1.77 0.80 -0.39
H 1.70 1.11 -1.43
C -8.00 -0.24 1.71
C -3.27 5.58 -1.73
H 8.17 -4.57 -4.18
O -5.77 -0.84 2.51
H -2.66 -3.99 1.15
C -4.17 1.00 1.95
H 3.92 0.64 -0.35
H -1.03 -0.20 1.90
H -8.58 -0.31 0.80
C -0.61 5.39 -2.50
C -2.87 -1.14 0.72
C 3.29 0.93 1.70
H 0.43 5.31 -2.79
H -8.51 -0.70 2.55
C -0.95 5.79 -1.22
H -2.52 6.18 0.18
H 1.82 -0.70 1.72
H 0.71 2.53 0.37
H 1.67 -0.28 -0.36
C -0.73 1.04 -0.28

Record 10
18
Properties=species:S:1:pos:R:3 method="wB97M-V/def2-TZVPD" homo_energy_ev=-8.7 max_force_ev_per_a=1.8 smiles=NCCCSS.O e_tot_ha=-1047.2518 orbital_gap_ev=9.292
S 3.55 -1.12 -0.92
O 1.05 7.22 0.87
H 1.07 -0.68 0.96
H 3.73 -2.34 -0.39
H 1.57 6.56 1.36
N -2.66 -1.22 -0.90
H 0.56 6.68 0.24
H -3.12 -1.89 -0.29
H -0.96 -2.02 1.32
C -0.60 -1.84 0.31
S 1.52 -1.23 -1.32
H -3.34 -0.52 -1.16
H 1.41 -2.45 0.73
C 0.90 -1.57 0.36
H -0.81 -2.77 -0.22
H -0.83 -0.20 -1.03
C -1.43 -0.74 -0.30
H -1.62 0.12 0.37

Record 11
7
Properties=species:S:1:pos:R:3 method="wB97M-V/def2-TZVPD" charge=+1 homo_energy_ev=-14.6 max_force_ev_per_a=4.4 e_tot_ha=-547.2259 orbital_gap_ev=9.255
H 1.96 -0.15 0.19
C -0.17 -0.18 0.09
S -1.79 -0.36 -0.16
N -1.08 1.14 0.11
N 1.02 -0.64 0.10
H -1.03 1.86 -0.65
H 1.11 -1.68 0.33

Record 12
9
Properties=species:S:1:pos:R:3 method="wB97M-V/def2-TZVPD" homo_energy_ev=-9.9 max_force_ev_per_a=2.6 e_tot_ha=-689.3780 orbital_gap_ev=10.215
F -0.18 -1.29 -1.55
O 1.57 -0.88 0.93
H -2.19 0.77 -0.24
C 0.63 -0.36 0.43
C -1.18 0.66 -0.52
H -1.33 -1.40 0.23
C -0.58 -0.79 -0.32
S 0.02 1.33 0.66
H -0.93 1.06 -1.51

Record 13
7
Properties=species:S:1:pos:R:3 method="wB97M-V/def2-TZVPD" spin_multiplicity=3 homo_energy_ev="-7.0 / -10.8" max_force_ev_per_a=9.9 e_tot_ha=-261.8804 orbital_gap_ev="7.423 / 6.523"
H -0.84 -0.96 0.74
N 0.87 1.29 1.35
C 0.10 1.04 0.51
H -0.22 1.21 -1.41
N -0.47 0.46 -0.69
O 0.66 -1.98 -0.26
C -0.09 -1.07 -0.24